Record 1
Density functional theory data (the ωB97M-V functional and the def2-TZVPD basis) for a molecular structure, C43H48N3O4PS3Sr.

Geometry as ORCA input:
```
! RIJCOSX wB97M-V def2-TZVPD def2/J DEFGRID3
* xyz 0 1
Sr 11.1789 13.0634 10.8875
S 13.1373 12.1295 12.9425
S 16.1778 9.6812 13.9950
S 11.7054 9.8782 14.5158
P 11.6769 15.7954 9.7163
O 9.4293 12.6220 9.3452
O 15.0303 12.3725 8.6240
O 9.4254 11.6600 5.9992
O 7.2325 12.1135 9.3912
N 12.8165 12.5527 8.9891
N 10.6194 11.2493 12.4272
N 9.1487 13.9107 11.8539
C 13.3419 15.7790 9.1572
C 6.7829 13.9595 11.5466
C 9.0114 14.7317 12.9055
C 13.0345 11.1360 8.5570
C 14.5142 10.9753 8.8419
C 8.0468 8.5761 12.2652
C 10.6045 16.4716 8.4254
C 10.7566 13.6696 5.6796
C 12.6426 17.1833 11.9488
C 12.2312 10.0532 9.3256
C 8.0896 11.1146 5.9007
C 12.9739 8.6753 9.1497
C 10.4384 17.8184 11.2131
C 15.9954 16.2198 8.3528
C 11.0836 17.2298 7.3916
C 15.1262 17.2936 8.5594
C 11.5826 17.0167 11.0334
C 9.6004 8.0554 14.0161
C 9.3825 13.0996 5.8259
C 8.8191 17.5638 6.4962
C 15.4820 14.9310 8.4227
C 8.2234 12.6758 9.8189
C 10.2680 9.2848 13.8014
C 10.3652 18.7483 12.2520
C 17.9442 9.7286 13.8147
C 6.6477 14.8251 12.6394
C 8.0782 13.5521 11.1145
C 10.1956 17.7365 6.4399
C 11.4976 19.0244 13.0071
C 9.1974 16.3051 8.5661
C 7.9039 9.9483 6.7962
C 8.4496 7.7127 13.3190
C 10.8148 9.8360 8.8618
C 12.6022 18.2244 12.8897
C 14.2105 14.6672 8.9124
C 13.8334 17.0793 9.0075
C 8.7894 9.6991 11.9050
C 8.3238 16.8025 7.5951
C 13.9650 13.1923 8.9122
C 11.7046 11.1991 13.2095
C 9.8854 10.0432 12.6595
C 7.7362 15.1562 13.3720
C 15.9713 8.1360 14.9351
H 11.1256 13.5242 4.6597
H 7.7498 10.2322 7.8597
H 11.5662 19.9728 13.6003
H 7.8651 10.8191 4.8823
H 14.0243 8.7756 9.5209
H 8.4327 10.4262 11.1933
H 10.5779 18.3236 5.6114
H 9.9591 7.4093 14.8199
H 8.1867 18.0199 5.7670
H 16.0648 14.0714 8.1103
H 12.2897 10.4120 10.3733
H 10.8495 9.3479 7.8679
H 9.5435 17.7222 10.5193
H 8.7581 9.2810 6.8048
H 7.3628 11.9102 6.1058
H 12.9690 8.4632 8.1110
H 10.2452 9.1719 9.4950
H 7.6647 15.7678 14.2725
H 11.5082 13.2464 6.3252
H 10.7148 14.7522 5.8417
H 18.1811 10.5557 13.1563
H 13.1498 17.8861 9.3235
H 7.2145 16.6600 7.6164
H 5.9534 13.6927 10.9140
H 15.5603 18.2626 8.4906
H 13.5380 16.5952 11.7747
H 13.4832 18.3904 13.5410
H 18.4764 9.7973 14.7761
H 8.8376 15.7426 9.4012
H 8.8246 13.5725 6.6936
H 7.1864 8.3607 11.6380
H 17.0657 16.4118 8.1977
H 10.2347 10.7532 8.7670
H 12.1387 17.5050 7.2943
H 12.7438 11.0562 7.4795
H 16.3270 7.3105 14.3201
H 8.8014 13.2809 4.8601
H 7.9071 6.7887 13.5394
H 14.9211 10.2608 8.1376
H 12.4587 7.8150 9.6813
H 5.6468 15.2946 12.8797
H 9.4641 19.3157 12.3972
H 14.6739 10.6966 9.9105
H 14.8582 7.9518 15.0940
H 9.8998 15.1355 13.3410
H 7.0299 9.3557 6.5214
H 16.4713 8.2116 15.9290
H 18.3067 8.7894 13.3318
*
```

Calculated values
Energy relative to the best compared isomer or geometry (same formula, charge and spin): 1.4477 eV
Largest force on an atom: 3.8 eV/Å
Highest occupied orbital energy: -7.2 eV


Record 2
Density functional theory data (the ωB97M-V functional and the def2-TZVPD basis) for a molecular structure, C43H49IrN3O4S2.

Geometry as ORCA input:
```
! RIJCOSX wB97M-V def2-TZVPD def2/J DEFGRID3
* xyz 0 6
Ir -0.6064 0.1154 0.0590
S -1.0081 3.2080 0.4027
S -1.2867 0.7067 3.5712
O 0.4222 3.2798 0.1941
O -1.3905 1.8373 0.9438
O -1.8460 3.5896 -0.7037
O -0.5619 1.6570 4.3902
N -0.5917 -0.3736 2.7951
N 0.3047 -1.2747 -1.3924
N 0.8920 -0.9046 1.1585
C -1.2478 -3.6150 -2.0632
C 0.0144 -1.5143 -2.7661
C -0.5290 -2.0073 -5.4318
C -3.4665 0.7582 -1.4442
C 2.5076 -0.1664 4.3153
C 0.6727 -4.6332 2.5701
C -4.2462 1.3160 -0.4509
C 5.0822 -3.1438 1.6271
C 2.3997 2.6161 3.2900
C 0.5044 -0.6270 -3.7371
C -1.3633 -3.4422 3.4189
C -0.9925 -2.8764 -4.4615
C 3.4176 -2.8779 -0.5137
C 3.8726 -2.4220 1.7942
C -1.3859 4.2428 1.7891
C 2.0629 1.4165 2.4015
C 3.0232 -2.3070 0.7256
C -0.4236 -4.9059 -2.0550
C 5.4448 -3.7120 0.4329
C -0.0440 -3.2838 2.6526
C 0.4531 1.6870 -2.7757
C 0.2116 -0.8914 -5.0689
C -2.8136 -0.4563 -1.2169
C 0.8328 -2.2084 3.2577
C 0.8290 -0.8357 2.6114
C 1.4228 -1.8139 -0.9189
C -2.7311 -3.9429 -2.2446
C 4.6022 -3.5754 -0.7023
C -2.9554 -1.1014 0.0195
C 2.7695 -3.0515 -2.8165
C 1.5247 -2.3992 4.4138
C -4.3984 0.6682 0.7740
C 2.3384 -1.3982 4.9760
C 4.8567 -4.0465 -2.0172
C 3.1626 1.2599 1.3413
C 2.4920 -2.6038 -1.5509
C 1.3395 0.5686 -3.3225
C 2.2409 1.0967 -4.4343
C 3.9656 -3.7855 -3.0264
C 1.7444 -1.6426 0.4581
C -0.7373 -2.6444 -3.1123
C 1.8396 0.1386 3.1709
C -3.7596 -0.5342 1.0106
H 4.1785 -4.1449 -4.0250
H -0.2857 -2.9778 1.6315
H 1.1397 1.6558 1.8654
H -1.9215 -2.5086 3.4607
H -2.4641 4.2972 1.9171
H 1.7655 2.6571 4.1734
H -1.1178 -3.1385 -1.0883
H 2.2595 3.5321 2.7130
H -0.3112 1.9875 -3.4950
H -2.8969 -4.5362 -3.1457
H 0.8592 -5.0465 3.5632
H -3.8694 -1.0406 1.9611
H 0.0505 -5.3517 2.0332
H 3.4437 2.5921 3.6124
H 3.6481 -1.9772 2.7530
H 5.7622 -4.6041 -2.2227
H -0.5109 -5.4204 -3.0149
H -5.0163 1.1141 1.5428
H 1.6647 1.5793 -5.2264
H 2.8379 0.3013 -4.8839
H 2.9216 1.8460 -4.0293
H -2.5278 -2.0845 0.1748
H 1.0331 2.5615 -2.4837
H 0.6332 -4.7092 -1.8743
H 4.1158 1.0225 1.8200
H -0.9091 3.8355 2.6785
H -4.7287 2.2693 -0.6194
H -1.9895 -4.1973 2.9382
H -0.7399 -2.1990 -6.4760
H -2.2898 -0.9446 -2.0265
H 1.9878 0.2393 -2.5044
H -0.0692 1.3657 -1.8634
H 2.8660 -1.5931 5.8995
H 1.4701 -3.3628 4.9070
H -3.3473 -3.0468 -2.3183
H 3.2736 2.1994 0.7977
H -0.7839 -5.5832 -1.2781
H 2.9405 0.4755 0.6198
H -3.3425 1.2664 -2.3906
H -1.1705 -3.7711 4.4427
H 5.7429 -3.2400 2.4793
H 1.6285 -4.5515 2.0508
H 6.3798 -4.2518 0.3469
H -3.0902 -4.5327 -1.3989
H 0.5808 -0.2295 -5.8404
H 3.1985 0.5584 4.7281
H 2.1068 -2.8624 -3.6505
H -0.9844 5.2278 1.5642
H -1.5639 -3.7489 -4.7531
*
```

Calculated values
Energy relative to the best compared isomer or geometry (same formula, charge and spin): 0.0000 eV
Largest force on an atom: 0.5 eV/Å
Highest occupied orbital energy (alpha / beta): -6.5 / -8.4 eV
Expectation value of S²: 8.811


Record 3
Density functional theory data (the ωB97M-V functional and the def2-TZVPD basis) for a molecular structure, C43H50BLaN4O6S2.

Geometry as ORCA input:
```
! RIJCOSX wB97M-V def2-TZVPD def2/J DEFGRID3
* xyz 2 1
La 0.0071 0.2808 0.0419
S -1.6180 0.3227 3.4328
S -1.2275 3.5114 -6.8174
O -0.5337 3.3442 1.7289
O 3.9592 1.5189 7.4369
O -1.1840 -0.2983 2.0832
O 1.3098 3.5685 0.3869
O 1.9549 2.4033 7.1198
O -2.0063 -0.6138 -1.1460
N 1.5947 -1.7285 -0.9063
N 2.1522 -0.6233 1.5498
N 1.3199 4.0873 -6.3999
N 0.4263 1.1609 -2.4450
C -1.6357 -2.3277 4.3371
C 1.2085 4.6715 1.2143
C 1.4686 7.8593 5.0194
C 3.3594 -0.6382 3.7488
C 1.6901 6.7250 2.2436
C -0.9645 7.4074 4.9135
C 2.8522 1.7244 6.7083
C 2.9413 -1.5085 1.0651
C 0.5641 6.6090 3.0701
C -3.0978 1.9379 -0.0758
C 0.3268 2.6568 -4.7859
C 3.6030 -3.0414 -0.7751
C -4.0168 2.3535 -4.2392
C -4.2420 4.8234 -3.9658
C 2.4172 -0.1053 2.8650
C 1.3424 -2.2752 -2.0901
C -2.8430 -0.3591 -2.0298
C -0.2583 5.4921 2.9481
C 2.1780 -3.2187 -2.6840
C 0.1005 4.5421 2.0134
C -3.3196 0.9471 -2.4152
C 1.0261 3.1210 -3.6799
C -0.2268 0.7264 -3.5272
C 2.7664 1.0628 5.3649
C -1.1935 -0.9158 4.6479
C 0.2727 7.7120 4.0761
C 2.0383 5.7694 1.3029
C -3.7396 1.0831 -3.7655
C 3.3265 -3.6024 -2.0167
C 1.8196 1.5763 4.4873
C -3.2805 2.0604 -1.5546
C 2.7123 -2.1103 -0.2600
C 1.0528 2.3439 -2.5276
C 0.0437 9.0253 3.3291
C -3.4233 0.2774 3.4337
C 1.6504 0.9862 3.2500
C -0.3091 1.4311 -4.7053
C -3.5750 3.3073 -2.0767
C 3.5238 -0.0459 4.9918
C -3.8604 -0.0737 -4.7120
C 0.1990 3.4407 -6.0448
C -3.9924 1.6071 3.8773
C -3.9263 3.4719 -3.4110
B 0.2239 2.7383 0.7083
H 3.9966 -4.3294 -2.4468
H 0.8890 1.3691 2.5934
H -2.9058 -0.5606 -4.8849
H -1.6127 -0.5263 5.5788
H -3.7287 1.8341 4.9047
H 2.3167 7.5924 2.3393
H 1.5200 4.0798 -3.6732
H 3.8190 -1.8682 1.6006
H -3.5404 5.0660 -4.7599
H 1.2225 2.4228 4.7850
H 0.4303 -1.9608 -2.5834
H -2.9632 0.9101 0.2597
H -3.2128 -1.2223 -2.6023
H -5.0746 1.5655 3.8153
H -4.5610 -0.8308 -4.3698
H -0.8608 6.4883 5.4819
H 3.9501 -1.5077 3.5195
H 1.3090 4.6597 -7.2325
H -4.2140 0.2884 -5.6747
H -4.3038 2.4889 -5.2695
H -0.8707 1.0448 -5.5403
H -1.1213 8.2114 5.6248
H 4.2288 -0.4992 5.6738
H -1.8622 7.3342 4.3060
H -0.7013 -0.2425 -3.4381
H -1.3267 -2.6228 3.3388
H 2.3711 8.1454 4.4898
H -4.1962 5.5988 -3.2057
H -2.7142 -2.4558 4.4244
H -3.6892 0.0367 2.4038
H -0.7895 8.9418 2.6378
H 0.9189 9.3266 2.7631
H -5.2391 4.8262 -4.3990
H 4.6374 1.0597 6.9230
H 1.2683 8.6269 5.7599
H -3.5717 4.1714 -1.4302
H -1.1331 5.3604 3.5566
H -2.2714 2.5551 0.2829
H -3.9942 2.3264 0.4216
H 1.5678 2.7030 -1.6501
H -3.6338 2.4160 3.2511
H -0.1063 -0.8375 4.7413
H -1.1676 -2.9969 5.0544
H 2.2064 3.9050 -5.9650
H 1.9194 -3.6327 -3.6439
H 4.4809 -3.3231 -0.2204
H -3.7552 -0.5490 4.0604
H 2.9097 5.8807 0.6826
H 1.6694 6.9301 5.5444
H -0.1810 9.8192 4.0332
*
```

Calculated values
Energy relative to the best compared isomer or geometry (same formula, charge and spin): 0.0000 eV
Largest force on an atom: 2.1 eV/Å
Highest occupied orbital energy: -12.2 eV


What is the energy relative to the best compared isomer or geometry (same formula, charge and spin) in the first record? 1.4477 eV


The highest largest force on an atom belongs to which entry? C43H48N3O4PS3Sr


Look up the energy relative to the best compared isomer or geometry (same formula, charge and spin) of the third one. 0.0000 eV